[1]
The following is a quantum chemistry calculation of a 3-piece molecular cluster, C4H14NO overall in a non-equilibrium geometry, from the Open Molecules 2025 dataset.

As for the energy relative to the best compared isomer or geometry (same formula, charge and spin): 199.8 kcal per mole. The total charge is +1. The molar mass comes out at 92.162 Da. For the orbital gap, the calculation gives 4.39 eV. The multiplicity is 1. The largest force on an atom comes out at 1.9 eV/A.

XYZ file:
```
20
C4H14NO | the Open Molecules 2025 dataset | ωB97M-V with the def2-TZVPD basis set
C -0.92 1.36 1.60
C 0.13 0.26 1.61
C 1.27 0.55 0.69
C 2.15 -0.64 0.43
N -1.85 -1.24 -3.06
H -1.54 1.39 2.49
H -0.40 2.31 1.42
H -1.55 1.29 0.70
H 0.52 0.10 2.63
H 1.87 1.39 1.09
H 0.82 1.04 -0.24
H 1.58 -1.36 -0.16
H 2.50 -1.11 1.35
H 3.05 -0.37 -0.12
H -1.11 -1.72 -2.59
H -1.86 -0.23 -3.12
H -2.32 -1.69 -3.84
H -1.35 -0.32 -1.33
H -0.44 -0.65 1.23
O -0.55 -0.37 -0.76
```

***

[2]
The following is a quantum chemistry calculation of a 4-piece molecular cluster, C3H17N2O3 overall in a non-equilibrium geometry, from the Open Molecules 2025 dataset.

As for the energy relative to the best compared isomer or geometry (same formula, charge and spin): 28.1 kcal per mole. The total charge is +1. The molar mass comes out at 129.180 Da. For the orbital gap, the calculation gives 10.38 eV. The multiplicity is 1. The largest force on an atom comes out at 2.1 eV/A.

XYZ file:
```
25
C3H17N2O3 | the Open Molecules 2025 dataset | ωB97M-V with the def2-TZVPD basis set
C 0.50 -1.15 -0.67
C -0.48 -0.88 -1.83
C -1.92 -0.85 -1.42
N -2.29 0.30 -0.58
N 0.40 -0.13 0.46
H 1.53 -1.23 -0.99
H 0.11 -2.00 -0.12
H -0.06 0.02 -2.28
H -0.27 -1.63 -2.58
H -2.58 -1.03 -2.27
H -2.19 -1.71 -0.80
H -1.85 1.15 -0.92
H 1.32 0.29 0.71
H -3.29 0.46 -0.64
H 0.17 -0.61 1.34
H -0.30 0.61 0.44
H -1.21 -0.12 3.70
H -2.35 -0.18 2.59
O -1.48 0.14 2.82
H 3.89 -0.53 0.69
H 3.37 0.68 -0.17
O 3.15 0.07 0.55
H 1.58 3.50 0.49
H 2.44 2.23 1.05
O 1.83 2.59 0.40
```

***

[3]
The following is a quantum chemistry calculation of one molecule with the formula C5H9N in a non-equilibrium geometry, from the Open Molecules 2025 dataset.

As for the energy relative to the best compared isomer or geometry (same formula, charge and spin): 121.5 kcal per mole. As for the structure (SMILES): C1CN2CC1C2. The total charge is 0. The molar mass comes out at 83.134 Da. For the orbital gap, the calculation gives 10.41 eV. The multiplicity is 1. The largest force on an atom comes out at 7.8 eV/A.

XYZ file:
```
15
C5H9N | the Open Molecules 2025 dataset | ωB97M-V with the def2-TZVPD basis set
C -0.82 0.53 0.70
C -0.30 1.13 -0.74
N 0.73 0.07 -1.13
C 1.44 -0.15 0.24
C -0.09 -0.62 0.77
C -0.16 -1.01 -0.78
H -1.84 0.25 0.61
H -0.82 1.20 1.82
H 0.15 2.14 -0.14
H -1.11 1.20 -1.42
H 2.10 -0.84 -0.31
H 1.91 0.79 0.92
H -0.29 -1.51 1.46
H 0.21 -2.11 -0.84
H -1.12 -1.06 -1.15
```

***

[4]
The following is a quantum chemistry calculation of a 3-piece molecular cluster, C5H10N2 overall in a non-equilibrium geometry, from the Open Molecules 2025 dataset.

As for the energy relative to the best compared isomer or geometry (same formula, charge and spin): 161.7 kcal per mole. The total charge is 0. The molar mass comes out at 98.149 Da. For the orbital gap (alpha / beta), the calculation gives 6.62 / 6.62 eV. The multiplicity is 1. The largest force on an atom comes out at 3.6 eV/A.

XYZ file:
```
17
C5H10N2 | the Open Molecules 2025 dataset | ωB97M-V with the def2-TZVPD basis set
C -0.11 0.57 -0.23
C -0.08 -0.06 0.98
C 1.11 0.84 -1.05
C -0.92 -1.43 -0.62
C -0.10 -2.41 -0.96
N 0.46 1.91 1.89
N -0.51 2.47 2.31
H -1.00 1.15 -0.48
H -1.46 2.03 2.04
H -0.98 -0.14 1.59
H 0.80 -0.62 1.28
H -1.99 -1.41 -0.76
H 0.89 0.75 -2.12
H 1.92 0.16 -0.80
H 1.44 1.86 -0.85
H 0.97 -2.35 -0.78
H -0.44 -3.33 -1.44
```